C4H10N2O2 in the gas phase at a distorted geometry, computed with ωB97M-V/def2-TZVPD.

The geometry in XYZ format:
```
18
Properties=species:S:1:pos:R:3:forces:R:3
C -1.6042 0.1958 1.1250 0.52 0.04 0.12
C -0.1639 0.5433 0.7778 0.15 0.00 1.10
N -0.0662 1.4113 -0.3866 0.10 0.26 -0.57
C 0.7339 0.5288 -1.2265 -1.11 -1.57 1.70
O 0.0916 0.0542 -2.3712 0.02 0.10 -0.38
C 0.6932 -0.5968 0.1566 -0.06 2.19 -3.15
N 0.0880 -1.8475 0.0584 -0.32 -0.61 0.04
O 2.0079 -0.7444 0.5514 0.66 1.37 1.02
H -2.1432 1.1075 1.3666 -0.10 0.11 0.00
H -2.0742 -0.2781 0.2695 -0.18 -0.10 -0.05
H -1.6424 -0.4737 1.9827 -0.06 -0.10 -0.04
H 0.3466 0.9517 1.6643 -0.12 0.02 -0.03
H 0.3142 2.3349 -0.2212 -0.10 -0.09 -0.12
H 1.6916 0.9698 -1.5322 0.14 -0.53 0.15
H -0.8450 0.2808 -2.3353 0.06 0.14 0.21
H -0.4624 -2.0195 -0.7800 0.49 -0.04 0.29
H 0.6869 -2.6024 0.3759 -0.18 0.12 -0.54
H 2.3474 0.1842 0.5248 0.10 -1.31 0.27
```
Forces are in eV/Å.

## Properties
HOMO-LUMO gap: 9.023 eV
Total charge: 0
Structure (SMILES): C[C@@H]1N[C@H](O)[C@@]1(N)O
Relative energy (zero: lowest compared OMol25 entry of this formula, charge and spin): 285.4 kJ/mol



A gas-phase ion, CHN4OS (charge -1) at a distorted geometry, computed with ωB97M-V/def2-TZVPD.

The geometry in XYZ format:
```
8
Properties=species:S:1:pos:R:3:forces:R:3
O -1.3489 1.0424 0.3359 1.07 -2.06 0.35
C -0.1806 0.2173 0.1479 -3.16 2.86 -3.39
N -0.0547 -0.7508 0.9450 2.00 -2.71 1.82
N 0.8446 -1.6195 0.3252 -0.55 2.21 -2.46
N 1.1396 -1.1056 -0.8712 1.72 -2.22 1.78
N 0.4728 0.0188 -1.1126 -2.92 -0.16 2.44
S 0.8261 1.7523 -0.7847 2.83 1.68 -0.76
H -1.6989 0.4450 1.0145 -0.99 0.41 0.22
```
Forces are in eV/Å.

## Properties
HOMO-LUMO gap: 7.188 eV
Total charge: -1
Structure (SMILES): O[C@@]12[N-]N=NN1S2
Relative energy (zero: lowest compared OMol25 entry of this formula, charge and spin): 157.3 kJ/mol



C3H2N2O in the gas phase at a distorted geometry, computed with ωB97M-V/def2-TZVPD.

The geometry in XYZ format:
```
8
Properties=species:S:1:pos:R:3:forces:R:3
O -2.4760 2.5921 2.8230 -0.60 0.34 0.43
N -1.9742 2.2339 1.8027 0.84 -1.37 -0.77
C -1.4869 1.6027 0.9130 -0.12 1.40 0.33
C -0.5679 1.5132 -0.1956 -0.19 -0.26 -0.19
C -0.1021 0.0967 -0.1662 0.86 -0.34 0.34
N -1.4900 0.4450 -0.2920 -0.79 0.27 0.04
H 0.3679 -0.2310 -1.0769 -0.03 0.00 -0.18
H 0.2184 -0.3947 0.7441 0.04 -0.04 0.00
```
Forces are in eV/Å.

## Properties
HOMO-LUMO gap (alpha / beta): 7.944 / 7.491 eV
Total charge: 0
Structure (SMILES): O=NC1=C2CN21
Relative energy (zero: lowest compared OMol25 entry of this formula, charge and spin): 678.5 kJ/mol



A molecular structure, C2H5N5O at a distorted geometry, computed with ωB97M-V/def2-TZVPD.

The geometry in XYZ format:
```
13
Properties=species:S:1:pos:R:3:forces:R:3
C -0.5873 -1.3877 0.4976 3.63 0.69 -4.08
C 1.1833 -0.2938 -0.1382 -2.52 0.48 0.29
H -2.8656 1.2307 0.0297 1.81 -4.77 -2.33
H -2.4847 -0.9683 -0.8694 -0.18 4.47 1.38
H -1.2770 -2.1734 0.5436 -0.89 -0.99 0.40
H 0.5184 1.9943 1.5503 -0.47 0.87 -4.91
H 0.9612 2.1627 -0.7617 -2.59 -0.13 4.81
N -2.1457 0.1458 -0.6143 -1.91 -0.43 1.85
N -1.0491 -0.0934 0.3377 -3.03 -1.31 1.24
N 0.6956 -1.5773 -0.0251 -4.16 0.26 3.19
N -0.0374 0.6281 0.0345 6.91 0.22 -2.42
N 0.1118 2.0044 0.2283 2.75 -0.73 0.85
O 2.3182 0.0113 -0.2972 0.65 1.38 -0.28
```
Forces are in eV/Å.

## Properties
HOMO-LUMO gap: 7.974 eV
Total charge: 0
Relative energy (zero: lowest compared OMol25 entry of this formula, charge and spin): 851.5 kJ/mol



A gas-phase ion, C3H9N4O (charge +1) at a distorted geometry, computed with ωB97M-V/def2-TZVPD.

The geometry in XYZ format:
```
17
Properties=species:S:1:pos:R:3:forces:R:3
C -1.4923 1.4325 -0.3933 0.44 0.21 0.77
N -0.6235 0.4986 0.3667 2.73 -0.80 -3.77
N 0.7482 0.9377 0.4807 -0.82 0.86 1.00
C 1.5317 0.0350 0.0030 -3.03 1.23 0.45
N 2.8383 0.1142 0.0715 1.99 0.55 -0.08
O 0.8871 -0.9981 -0.6074 3.27 -0.79 -0.20
C -0.4312 -1.0509 -0.3678 -1.27 3.61 -0.30
N -0.8328 -2.0460 0.4160 -0.74 -1.80 1.62
H -1.2228 1.6181 -1.4344 -0.01 -0.76 0.06
H -2.5211 1.1188 -0.1883 0.15 0.24 -0.48
H -1.2487 2.3398 0.1150 -0.52 1.05 0.19
H -1.0364 0.4281 1.2301 -0.87 -0.46 2.93
H 3.3213 0.9531 0.4855 -1.33 -1.22 -0.52
H 3.2847 -0.2116 -0.7596 0.67 -0.54 -0.29
H -0.9396 -0.6922 -1.2787 -0.54 -1.74 0.25
H -1.8023 -2.2496 0.5053 -0.86 -0.06 -0.75
H -0.4606 -2.2275 1.3558 0.76 0.43 -0.89
```
Forces are in eV/Å.

## Properties
HOMO-LUMO gap: 11.365 eV
Total charge: +1
Structure (SMILES): C[N@@H+]1N=C(N)O[C@H]1N
Relative energy (zero: lowest compared OMol25 entry of this formula, charge and spin): 179.3 kJ/mol



13 unconnected molecules or ions with the total composition C6H36ClN12O16 at a distorted geometry, computed with ωB97M-V/def2-TZVPD.

The geometry in XYZ format:
```
71
Properties=species:S:1:pos:R:3:forces:R:3
Cl 0.4453 -0.2424 0.8201 1.67 1.76 0.33
O 1.1497 -1.2444 1.6014 -1.71 0.25 -0.08
O 0.7153 -0.4329 -0.5545 0.15 -0.90 -1.72
O -1.0000 -0.1562 0.9713 0.06 -0.95 0.79
O 1.0036 1.0627 1.1629 -0.36 0.10 0.42
O 2.9248 -0.7880 -2.4949 0.55 -0.13 -0.04
H 2.7846 -1.6922 -2.2040 -0.14 0.01 -0.03
H 3.2904 -0.3390 -1.7241 -0.14 0.15 0.09
O 3.2384 -3.6303 1.2127 0.14 -0.48 -0.48
H 4.1312 -3.7689 0.8750 -0.05 -0.10 -0.10
H 2.6993 -3.4940 0.4265 -0.16 0.12 0.12
O 4.3803 -1.7818 2.7491 0.37 -0.21 -0.19
H 4.8355 -2.4247 3.2998 -0.09 -0.04 0.04
H 3.9131 -2.3170 2.0776 -0.07 0.44 0.64
O -2.9763 -0.6349 3.3583 -0.25 -0.17 0.07
H -3.0953 -1.5872 3.2945 0.10 -0.01 0.00
H -2.9674 -0.3283 2.4450 0.19 0.15 0.04
O -0.3304 1.8558 3.7437 0.21 -0.16 0.41
H 0.1078 2.0939 2.9207 -0.06 -0.04 -0.07
H -0.0343 0.9569 3.9205 -0.04 -0.03 -0.06
O 3.2237 0.7337 3.4715 -0.12 0.31 0.42
H 3.0143 1.0727 4.3473 -0.11 0.01 -0.03
H 2.3714 0.6748 3.0245 0.13 -0.04 -0.19
C -5.3689 0.6854 0.3204 -0.76 1.95 1.95
O -5.6931 1.8705 0.3705 0.53 -0.39 -0.72
N -6.2590 -0.2549 0.7367 0.21 -1.05 -0.71
N -4.1138 0.2267 0.1315 0.59 -0.66 -0.67
H -7.1716 0.0271 1.0365 0.00 -0.05 -0.14
H -5.9580 -1.2119 0.7042 -0.54 -0.10 0.35
H -3.9625 -0.7513 -0.0349 0.19 0.05 0.10
H -3.3065 0.8262 0.1384 -0.11 0.33 -0.13
C -0.5661 -1.7948 -3.6847 0.32 1.19 -0.31
O 0.4498 -1.2013 -3.9933 -0.74 -1.02 -0.42
N -0.7371 -2.3949 -2.4911 0.42 -0.91 1.37
N -1.7066 -1.8575 -4.4534 0.24 0.10 -0.56
H -1.6087 -2.7912 -2.1985 -0.01 0.05 -0.04
H -0.0173 -2.2644 -1.7968 -0.13 0.23 0.00
H -2.5393 -2.2822 -4.0983 -0.13 0.03 -0.28
H -1.6476 -1.4786 -5.3809 -0.21 -0.03 0.08
C 4.7935 1.4782 -0.1240 -0.41 0.26 2.17
O 4.7525 1.0259 1.0119 0.55 -0.07 -1.01
N 5.9413 1.7872 -0.7860 0.62 -0.06 -0.62
N 3.6577 1.8092 -0.7870 -0.69 0.20 -0.85
H 5.9033 2.3565 -1.6106 0.19 -0.07 0.00
H 6.8246 1.6162 -0.3435 -0.12 -0.01 0.08
H 3.7083 2.3234 -1.6497 -0.17 -0.09 -0.02
H 2.8128 1.9097 -0.2453 0.07 -0.25 0.10
C -2.2753 3.7082 1.2335 0.07 -0.46 1.57
O -2.0408 3.5503 2.4254 -0.21 0.80 -0.88
N -1.9250 2.7584 0.3319 0.42 -0.79 0.27
N -2.9165 4.7579 0.6885 -0.62 1.25 -0.78
H -1.3361 2.0638 0.7761 -0.02 -0.33 -0.65
H -2.0982 2.8138 -0.6527 0.12 -0.17 -0.01
H -3.0836 5.6153 1.1815 0.04 -0.27 0.31
H -3.0259 4.7863 -0.3084 -0.09 0.12 0.03
C -0.5511 -4.5322 1.5663 1.80 -1.23 0.41
O 0.2749 -4.7559 2.4468 -0.97 0.48 -0.64
N -1.0814 -5.5424 0.8003 -0.88 -1.07 -0.53
N -0.9671 -3.3404 1.1069 -0.32 1.27 0.20
H -0.7808 -6.4999 0.8130 0.33 0.23 0.61
H -1.7082 -5.3440 0.0457 0.02 0.17 -0.11
H -0.5808 -2.4547 1.4131 -0.05 -0.44 0.29
H -1.7418 -3.3382 0.4768 -0.05 0.33 -0.12
C 0.6526 2.3500 -3.2245 0.89 -1.46 0.39
O 1.1234 1.3432 -3.7266 -0.23 1.11 0.18
N 0.3039 2.4725 -1.9120 -0.46 0.16 0.85
N 0.5044 3.5197 -3.8997 -0.21 0.16 -0.85
H -0.2999 3.2259 -1.6403 0.22 0.09 0.16
H 0.4432 1.7561 -1.2138 0.03 -0.37 -0.49
H 0.9281 3.4995 -4.8111 -0.27 0.48 0.01
H 0.1693 4.3393 -3.4336 0.26 0.26 -0.32
```
Forces are in eV/Å.

## Properties
HOMO-LUMO gap: 8.573 eV
Total charge: -1



Number 1: energy -11383.945 eV. Number 2: energy -19893.652 eV. Number 3: energy -8162.680 eV. Number 4: energy -11643.720 eV. Number 5: energy -11256.797 eV. Number 6: energy -69969.223 eV.